{
  "formula": "C42H44N3O7PbS2",
  "method": "ωB97M-V/def2-TZVPD",
  "energy_ev": -89982.8688,
  "charge": 1,
  "de_lowest_kj_mol": 133.0,
  "e_lumo_ev": -2.33,
  "orbital_gap_ha": 0.2699,
  "symbols": ["Pb", "O", "C", "C", "N", "C", "C", "O", "O", "C", "C", "O", "O", "H", "H", "H", "H", "H", "H", "H", "H", "H", "C", "C", "C", "C", "C", "C", "C", "S", "O", "C", "C", "C", "C", "C", "C", "C", "C", "C", "C", "C", "C", "C", "C", "C", "C", "C", "C", "C", "C", "S", "O", "C", "C", "C", "C", "C", "C", "C", "H", "H", "H", "H", "H", "H", "H", "H", "H", "H", "H", "H", "H", "H", "H", "H", "H", "H", "H", "H", "H", "H", "H", "H", "H", "H", "N", "C", "C", "N", "H", "H", "H", "H", "H", "H", "H", "H", "H"],
  "positions_angstrom": [[-2.092, 2.455, 1.514], [-0.248, 2.287, 3.083], [-0.384, 1.356, 4.207], [-1.638, 0.482, 4.150], [-2.853, 1.233, 3.737], [-3.407, 2.245, 4.675], [-3.651, 3.600, 3.986], [-3.841, 4.619, 4.718], [-3.634, 3.659, 2.672], [-3.929, 0.292, 3.265], [-3.576, -0.381, 1.848], [-4.272, -1.341, 1.534], [-2.634, 0.130, 1.136], [0.427, 1.919, 2.410], [-0.481, 1.980, 5.092], [0.488, 0.694, 4.342], [-1.805, -0.071, 5.105], [-1.415, -0.308, 3.390], [-2.715, 2.510, 5.499], [-4.316, 1.808, 5.140], [-4.871, 0.882, 3.143], [-4.061, -0.495, 4.000], [6.888, -0.873, 2.215], [5.565, -0.476, 1.526], [5.478, -0.121, 0.189], [4.270, 0.206, -0.431], [3.145, 0.283, 0.372], [3.201, -0.095, 1.690], [4.382, -0.488, 2.284], [1.472, 0.579, -0.289], [0.601, 1.043, 0.890], [0.989, -1.160, -0.448], [0.748, -1.857, 0.720], [0.958, -3.230, 0.805], [1.331, -3.944, -0.349], [1.696, -5.286, -0.354], [1.945, -5.956, -1.497], [1.894, -5.326, -2.712], [1.536, -3.981, -2.817], [1.285, -3.230, -1.662], [1.267, -1.816, -1.672], [1.438, -1.046, -2.898], [2.714, -1.139, -3.654], [3.716, -2.036, -3.328], [4.804, -2.219, -4.208], [4.937, -1.515, -5.402], [4.043, -0.488, -5.703], [2.964, -0.288, -4.777], [1.948, 0.652, -5.159], [0.740, 0.636, -4.491], [0.487, -0.142, -3.334], [-0.978, 0.257, -2.382], [-1.633, 1.338, -3.154], [-2.018, -1.232, -2.529], [-2.534, -1.813, -1.384], [-3.571, -2.729, -1.493], [-4.206, -2.967, -2.766], [-5.391, -3.904, -2.883], [-3.703, -2.301, -3.893], [-2.654, -1.395, -3.755], [6.554, -1.305, 3.162], [7.564, 0.021, 2.357], [7.386, -1.635, 1.570], [6.402, -0.082, -0.449], [4.221, 0.421, -1.504], [2.244, -0.088, 2.200], [4.372, -0.723, 3.347], [0.325, -1.266, 1.520], [0.849, -3.873, 1.710], [1.909, -5.791, 0.608], [2.325, -6.972, -1.391], [2.280, -5.896, -3.582], [1.623, -3.530, -3.801], [3.771, -2.511, -2.377], [5.429, -3.016, -3.923], [5.772, -1.694, -6.080], [4.041, 0.138, -6.601], [2.049, 1.311, -6.016], [-0.080, 1.356, -4.764], [-2.119, -1.514, -0.428], [-3.966, -3.181, -0.590], [-5.467, -4.368, -3.911], [-6.416, -3.506, -2.643], [-5.198, -4.787, -2.244], [-4.185, -2.489, -4.851], [-2.358, -0.745, -4.629], [-4.130, 6.963, 3.420], [-3.151, 6.704, 2.182], [-1.775, 6.315, 2.694], [-1.027, 5.534, 1.732], [-5.073, 6.744, 3.030], [-4.108, 7.947, 3.788], [-3.910, 6.149, 4.089], [-3.040, 7.600, 1.536], [-3.590, 5.874, 1.637], [-1.950, 5.648, 3.555], [-1.290, 7.219, 3.024], [-0.026, 5.527, 1.921], [-1.096, 6.000, 0.792]],
  "forces_ev_per_a": [[0.141, -1.275, -0.756], [1.064, -1.461, -0.099], [-0.411, 0.412, 0.517], [-0.124, -0.635, -0.723], [-0.048, -0.068, -0.626], [0.660, -0.359, 0.165], [-0.751, 1.408, -0.962], [0.321, -1.488, -1.029], [-0.316, 0.135, 2.656], [0.807, 0.759, -1.115], [-0.966, -0.497, 0.399], [0.489, 0.589, 0.431], [0.004, 1.026, 0.747], [-0.999, 0.263, 0.808], [0.362, 0.245, 0.055], [-0.183, 0.473, -0.313], [0.289, 0.535, -0.339], [-0.688, 0.630, 0.349], [-0.209, -0.474, -0.372], [0.317, 0.748, -0.192], [0.702, -0.568, 0.067], [-0.249, -0.212, 0.040], [-0.585, 0.496, -1.081], [0.336, -0.074, 0.897], [0.966, 0.097, -1.383], [0.049, 0.437, -0.109], [-0.616, -0.553, -0.463], [-0.467, 0.037, 0.562], [0.111, 0.448, -0.209], [-0.707, -0.066, 0.407], [0.739, 0.153, -0.282], [1.548, -0.508, -2.145], [-0.520, -1.307, 1.090], [-0.175, 0.203, 0.300], [-0.499, 1.728, -2.229], [0.139, -0.317, 1.875], [0.811, -1.248, 0.757], [0.068, 0.842, -1.982], [0.668, -1.520, -0.479], [0.545, -1.067, 1.786], [-1.107, 0.462, 1.923], [1.380, 1.118, -1.416], [-1.357, 1.063, 0.089], [2.241, 0.166, -1.258], [-2.094, 0.291, 1.176], [-0.093, 1.261, -0.971], [-0.210, -0.827, 1.670], [-0.879, 0.175, -1.412], [-1.177, -0.771, 0.943], [-0.554, 1.683, -0.358], [1.172, -0.899, -0.460], [-0.332, -0.471, 0.532], [-0.274, 0.270, -0.106], [-0.508, 1.158, -0.790], [0.392, -0.433, 0.054], [-0.868, 0.077, -1.295], [0.637, 0.342, 1.073], [-0.281, -1.263, -0.624], [-0.108, -0.048, 0.624], [0.348, 0.278, -1.302], [0.735, 0.000, 0.035], [-0.720, -1.064, -0.054], [-0.133, 0.562, 0.725], [-0.927, -0.198, 0.780], [0.084, -0.020, 0.408], [0.233, -0.032, 0.417], [0.211, -0.158, -0.240], [0.280, -0.146, 0.425], [-0.069, 1.103, -0.492], [-0.519, 0.343, -0.532], [-0.212, 0.146, -0.337], [-0.663, 0.631, 0.410], [-0.277, 0.134, 0.243], [-0.328, -0.627, 0.415], [1.208, -0.604, 0.027], [-0.209, -0.200, 0.198], [0.366, -0.365, 0.349], [0.232, -0.187, 0.101], [0.971, -0.852, 0.173], [-0.156, -0.250, 0.056], [-0.031, 0.022, -0.124], [0.132, 0.800, 0.877], [1.199, -0.034, -0.050], [-0.312, 0.495, -0.005], [0.159, 0.246, 0.095], [-0.207, -0.887, 1.008], [0.420, 0.001, -2.126], [-0.150, 0.598, 0.409], [-0.574, -0.738, 1.196], [0.018, 0.717, -2.168], [0.718, 0.490, 0.688], [0.091, -1.428, -0.301], [-0.323, 0.147, 0.115], [-0.676, -0.402, 0.536], [-0.129, 0.057, 0.063], [0.265, 0.425, -0.046], [0.470, 0.358, 0.276], [-0.279, 0.003, 0.282], [0.145, -0.686, 1.055]]
}